Entry 1:
{"formula": "C29H47ClNO5S", "method": "ωB97M-V/def2-TZVPD", "symbols": ["Cl", "S", "O", "O", "O", "O", "O", "N", "C", "C", "C", "C", "C", "C", "C", "C", "C", "C", "C", "C", "C", "C", "C", "C", "C", "C", "C", "C", "C", "C", "C", "C", "C", "C", "C", "C", "C", "H", "H", "H", "H", "H", "H", "H", "H", "H", "H", "H", "H", "H", "H", "H", "H", "H", "H", "H", "H", "H", "H", "H", "H", "H", "H", "H", "H", "H", "H", "H", "H", "H", "H", "H", "H", "H", "H", "H", "H", "H", "H", "H", "H", "H", "H", "H"], "positions_angstrom": [[-4.527, 3.380, -2.382], [-5.866, 1.911, -1.739], [-6.349, 0.979, -2.915], [-8.346, 3.337, 2.289], [-7.166, 2.676, -1.275], [9.036, 2.726, -3.185], [6.322, -0.091, 2.734], [2.328, 1.386, 2.286], [-2.341, -1.733, 0.101], [-9.627, 2.716, 2.214], [-0.679, -4.396, -0.448], [-0.483, -5.530, 0.761], [-2.262, -6.278, -2.043], [-0.951, -8.158, 1.729], [-0.177, -0.309, 0.463], [-0.751, -1.838, 0.605], [-3.173, -0.517, 0.822], [5.992, 0.422, 1.368], [2.164, -0.072, 1.921], [-3.611, 0.701, -0.238], [6.786, 0.406, -1.427], [9.152, 4.125, -2.937], [-10.367, 3.235, 0.992], [-9.452, 1.207, 2.157], [3.776, 1.814, 2.375], [-2.051, -7.385, -0.839], [4.470, 1.928, -0.470], [7.909, 4.832, -3.452], [1.457, -0.177, 0.441], [-0.029, -2.890, -0.424], [5.490, 1.418, -1.693], [-5.263, 0.951, -0.243], [4.698, 1.432, 1.075], [9.346, 4.359, -1.447], [-1.182, -7.028, 0.538], [-1.556, -4.794, -1.812], [7.011, -0.066, 0.145], [-11.363, 2.788, 0.914], [-10.177, 2.989, 3.121], [9.455, 5.425, -1.226], [-3.249, 0.497, -1.333], [7.974, 5.913, -3.291], [-5.591, 1.571, 0.713], [-8.907, 0.849, 3.038], [-0.667, 0.149, -0.517], [10.238, 3.834, -1.088], [1.701, 0.842, -0.130], [0.160, -5.290, 1.736], [-0.557, 0.298, 1.417], [0.072, -2.407, -1.501], [8.258, 2.400, -2.703], [-8.864, 0.913, 1.281], [-2.913, -2.748, 0.357], [-2.386, -1.514, -1.072], [-7.850, 3.100, 1.488], [7.935, -0.765, 0.364], [-3.154, 1.741, 0.121], [3.148, -0.710, 1.966], [3.777, 3.001, 2.498], [5.909, -1.004, 2.774], [-2.668, -0.093, 1.804], [-0.206, -7.693, 2.530], [3.586, 2.649, -0.742], [-1.945, -8.561, 2.200], [2.019, -1.016, -0.151], [7.511, 0.063, -2.311], [7.775, 4.645, -4.523], [-0.349, -9.041, 1.217], [4.236, 1.353, 3.353], [1.746, 2.024, 1.700], [-10.421, 0.699, 2.115], [-4.211, -0.983, 1.185], [-5.817, -0.089, -0.255], [-2.525, -8.452, -0.989], [-1.678, -3.987, -2.682], [-2.832, -6.460, -3.049], [8.497, 3.967, -0.876], [7.009, 4.458, -2.951], [5.347, 1.759, -2.827], [10.032, 4.483, -3.483], [-10.474, 4.324, 1.040], [1.410, -0.591, 2.686], [1.093, -3.021, -0.040], [-9.811, 3.013, 0.074]], "lumo_ev": 0.82, "charge": -1, "homo_lumo_gap_ev": 3.2}


Entry 2:
{"formula": "C29H47O16V", "method": "ωB97M-V/def2-TZVPD", "symbols": ["V", "O", "O", "O", "O", "O", "O", "O", "O", "O", "O", "O", "O", "O", "O", "O", "O", "C", "C", "C", "C", "C", "C", "C", "C", "C", "C", "C", "C", "C", "C", "C", "C", "C", "C", "C", "C", "C", "C", "C", "C", "C", "C", "C", "C", "C", "H", "H", "H", "H", "H", "H", "H", "H", "H", "H", "H", "H", "H", "H", "H", "H", "H", "H", "H", "H", "H", "H", "H", "H", "H", "H", "H", "H", "H", "H", "H", "H", "H", "H", "H", "H", "H", "H", "H", "H", "H", "H", "H", "H", "H", "H", "H"], "positions_angstrom": [[-2.037, -1.828, 3.402], [-2.592, 0.261, 4.066], [-4.427, -3.449, -3.976], [-1.198, -0.834, -6.677], [1.152, 3.183, 3.442], [3.253, 0.141, -3.213], [4.903, -3.421, 4.784], [-1.301, 4.281, -0.694], [3.756, -1.819, 3.738], [4.053, 2.205, -3.621], [0.357, 2.745, -0.759], [-3.550, 2.012, 2.961], [-2.470, -4.275, -3.158], [2.088, 4.618, 4.923], [-3.472, -1.937, 2.670], [-0.845, -0.794, 1.915], [-0.792, -2.278, -4.915], [3.522, 3.158, 3.559], [-2.716, 4.308, -0.738], [-0.854, 2.985, -0.781], [2.209, 3.709, 4.092], [4.228, -3.073, 3.861], [-2.123, 2.636, 4.730], [-1.334, -1.921, -6.128], [-3.569, -3.525, -3.076], [2.915, -0.667, -2.112], [-2.165, 3.680, 3.626], [-3.607, -2.966, -1.671], [3.017, 2.636, 2.196], [-2.741, 1.495, 3.969], [-0.125, -0.977, 0.692], [3.733, -3.940, 2.752], [-2.137, -3.026, -6.862], [-3.391, 3.391, 2.816], [-3.137, 2.926, -1.063], [3.142, 0.269, -0.879], [0.009, -1.432, -4.074], [1.553, 2.170, 2.507], [-0.885, -0.500, -3.232], [-2.672, -3.933, -0.958], [-1.980, 1.985, -0.752], [3.834, 1.269, -2.860], [-1.622, -4.272, -2.015], [3.213, -2.878, 1.757], [2.876, -1.733, 2.597], [4.117, 1.258, -1.392], [4.225, 3.967, 3.364], [0.066, -0.001, 0.245], [1.851, -1.784, 2.964], [3.036, -0.777, 2.098], [0.583, -1.966, -3.317], [-3.117, -1.996, -1.593], [-1.332, 3.612, 2.927], [-3.139, 4.610, 0.220], [-1.547, -1.069, -2.580], [3.972, -2.592, 1.029], [1.870, -0.970, -2.167], [0.692, -0.823, -4.666], [2.306, -3.297, 1.322], [-2.873, -3.430, -6.166], [3.999, 2.412, 4.195], [-3.246, -4.839, -0.765], [-1.870, 1.203, -1.503], [4.035, 2.223, -0.892], [3.636, -1.483, -2.059], [-1.137, 2.352, 5.098], [1.497, 1.219, 3.036], [-3.055, 5.018, -1.492], [-0.207, 0.084, -2.609], [5.035, 0.733, -1.127], [1.014, 2.064, 1.565], [-0.808, -3.550, -2.084], [-3.281, 2.774, -2.133], [-0.711, -1.580, -0.001], [-3.319, 3.779, 1.800], [-1.248, -5.240, -1.683], [-4.628, -2.970, -1.288], [-1.493, -3.876, -7.086], [-4.035, 2.493, -0.622], [2.990, 3.355, 1.377], [-2.175, -3.559, -0.062], [-2.141, 1.620, 0.263], [2.899, -4.550, 3.099], [-2.750, 2.914, 5.577], [0.818, -1.509, 0.814], [3.551, -0.276, -0.028], [3.655, 1.797, 1.917], [-2.609, -2.744, -7.803], [-2.125, 4.704, 3.999], [-4.186, 3.987, 3.265], [4.528, -4.606, 2.416], [-1.605, 0.082, -3.808], [2.191, 0.645, -0.503]], "spin_multiplicity": 2, "lumo_ev": [-7.05, -6.21], "charge": 1, "homo_lumo_gap_ev": [4.7, 5.6], "s2": 1.0540}


Entry 3:
{"formula": "C29H48Br12FN2O7PS", "method": "ωB97M-V/def2-TZVPD", "symbols": ["Br", "Br", "Br", "Br", "Br", "Br", "Br", "Br", "Br", "Br", "Br", "Br", "S", "P", "F", "O", "O", "O", "O", "O", "O", "O", "N", "N", "C", "C", "C", "C", "C", "C", "C", "C", "C", "C", "C", "C", "C", "C", "C", "C", "C", "C", "C", "C", "C", "C", "C", "C", "C", "C", "C", "C", "C", "H", "H", "H", "H", "H", "H", "H", "H", "H", "H", "H", "H", "H", "H", "H", "H", "H", "H", "H", "H", "H", "H", "H", "H", "H", "H", "H", "H", "H", "H", "H", "H", "H", "H", "H", "H", "H", "H", "H", "H", "H", "H", "H", "H", "H", "H", "H", "H"], "positions_angstrom": [[-0.309, -1.944, -4.893], [-3.662, 6.888, 4.789], [5.396, -0.723, 1.900], [-6.128, 6.310, 2.796], [6.059, 0.843, -7.892], [3.198, 1.751, -9.065], [2.230, -0.479, -6.233], [4.735, -0.778, -10.342], [7.247, -3.360, 1.805], [-5.250, 4.088, 4.959], [4.761, -3.210, 3.849], [2.661, -2.535, -3.790], [-1.586, 2.267, 1.455], [-3.446, -2.103, 0.795], [-2.234, 6.250, -1.446], [-0.500, 1.458, 2.467], [-1.728, 3.812, 1.748], [-3.061, 1.748, 1.498], [-4.478, -1.092, 0.078], [-4.174, -2.401, 2.388], [0.763, 2.697, -2.876], [-3.221, -3.595, -0.081], [4.131, 2.976, 0.260], [1.183, 2.975, 1.841], [-1.184, -0.695, -0.162], [-0.930, 1.927, -0.304], [2.350, -6.072, -0.179], [1.777, 1.109, 3.337], [2.968, 2.390, -0.572], [0.951, 0.129, 4.415], [-3.415, -3.422, 3.124], [0.428, -1.040, 5.045], [-5.795, -4.044, 0.133], [2.907, -3.240, 0.847], [1.201, 0.548, 0.654], [-0.097, 0.489, -0.402], [0.969, 1.264, -2.936], [-2.652, 3.772, -1.328], [0.255, 0.252, -1.963], [0.889, 1.466, 1.986], [2.673, -4.776, 0.325], [1.801, -2.163, 0.183], [2.650, 0.885, -0.076], [-4.452, -3.995, -0.806], [-1.502, 4.929, -1.491], [4.924, 0.950, -9.468], [-1.748, -1.211, 1.201], [6.141, -2.207, 2.915], [-3.598, -3.039, 4.741], [-2.048, 2.218, -1.429], [1.596, -0.965, 1.264], [1.579, -2.081, -5.341], [-4.655, 5.536, 3.803], [2.982, -3.122, 2.016], [-4.620, -3.178, -1.660], [-2.260, -3.420, 2.936], [-2.133, -0.434, -0.847], [1.930, 2.104, 3.987], [-4.743, -3.169, 4.962], [-3.286, 3.834, -0.345], [-3.784, -4.533, 2.897], [-0.762, -1.655, -0.745], [3.969, -2.893, 0.427], [0.729, 3.492, 2.654], [-1.101, -2.122, 1.624], [-5.578, -4.318, 1.264], [0.697, 0.950, -4.059], [1.680, -2.906, -6.054], [-6.632, -4.783, -0.245], [3.417, 2.360, -1.678], [-1.030, 4.810, -2.556], [-2.019, -0.540, 2.093], [2.662, -0.955, 1.809], [-3.392, -1.864, 4.788], [2.280, -1.881, -0.840], [0.839, -0.791, -2.029], [-0.783, -0.015, -2.505], [4.896, 3.313, -0.375], [2.049, 3.126, -0.641], [-1.746, 2.080, -2.547], [5.426, 1.614, -10.179], [0.847, -2.865, 0.028], [3.561, 0.620, 0.654], [2.150, 1.079, -2.890], [-0.259, -1.958, 5.371], [-3.439, 3.840, -2.223], [0.899, 3.157, -3.756], [6.795, -1.775, 3.679], [2.219, 3.079, 2.062], [-4.321, -5.036, -1.337], [-6.303, -2.964, 0.164], [-2.889, -3.654, 5.440], [-0.738, 4.892, -0.605], [-0.090, 2.765, -0.438], [-3.003, 1.522, -1.259], [1.876, -7.079, -0.606], [3.820, 3.823, 0.784], [-3.964, 5.100, 3.074], [2.865, 0.743, 3.121], [2.861, 0.190, -1.025], [0.859, -1.339, 2.085]], "lumo_ev": -0.54, "homo_lumo_gap_ev": 8.9}


Entry 4:
{"formula": "C29H48CaF12O24P2", "method": "ωB97M-V/def2-TZVPD", "symbols": ["Ca", "P", "P", "F", "F", "F", "F", "F", "F", "F", "F", "F", "F", "F", "F", "O", "O", "O", "O", "O", "O", "O", "O", "O", "O", "O", "O", "O", "O", "O", "O", "O", "O", "O", "O", "O", "O", "O", "O", "C", "C", "C", "C", "C", "C", "C", "C", "C", "C", "C", "C", "C", "C", "C", "C", "C", "C", "C", "C", "C", "C", "C", "C", "C", "C", "C", "C", "C", "H", "H", "H", "H", "H", "H", "H", "H", "H", "H", "H", "H", "H", "H", "H", "H", "H", "H", "H", "H", "H", "H", "H", "H", "H", "H", "H", "H", "H", "H", "H", "H", "H", "H", "H", "H", "H", "H", "H", "H", "H", "H", "H", "H", "H", "H", "H", "H"], "positions_angstrom": [[-1.754, 5.586, 1.659], [1.132, 6.364, 6.071], [0.411, 0.759, 0.151], [1.921, 0.279, 0.355], [0.645, 1.391, -1.338], [0.866, 2.217, 0.795], [0.164, 0.231, 1.658], [-0.039, 7.017, 7.031], [0.086, 5.232, 5.528], [-0.015, -0.629, -0.534], [-1.071, 1.313, 0.182], [0.443, 7.184, 4.834], [2.050, 7.627, 6.497], [2.239, 5.809, 5.012], [1.740, 5.390, 7.252], [1.017, -5.155, -8.973], [9.818, -2.684, -4.199], [9.179, -3.002, -6.279], [-3.578, 4.940, -4.951], [5.851, -9.415, -3.394], [4.872, -9.558, -1.327], [11.414, -2.672, -5.679], [4.256, -7.953, -2.890], [-4.799, -5.065, 2.269], [-2.433, 5.510, -3.038], [2.229, 7.753, -0.160], [3.342, 9.706, -0.021], [-5.172, -5.388, 0.137], [0.876, -1.630, 10.302], [0.225, -3.828, 10.371], [-7.768, 2.412, 5.585], [-6.245, 2.240, 3.927], [1.457, -3.465, -7.501], [-0.294, -3.227, -8.886], [-6.093, -6.840, 1.475], [-1.038, -2.181, 9.351], [-1.884, 6.256, -5.100], [4.520, 7.966, -0.614], [-8.143, 1.010, 4.018], [7.944, -2.955, -5.639], [-0.820, 7.115, -4.722], [-4.285, -4.340, 0.061], [-4.980, -3.227, -0.756], [-7.310, 1.970, 4.446], [0.736, -2.219, -7.050], [3.449, -7.270, -1.915], [0.175, -0.451, 10.003], [0.043, -2.665, 10.002], [8.415, -2.861, -4.168], [0.738, -4.045, -8.518], [3.281, 8.419, -0.244], [-2.274, -0.059, 9.326], [-2.585, 5.554, -4.231], [7.841, -1.749, -3.291], [2.280, 10.591, 0.325], [10.245, -2.755, -5.406], [-5.391, -5.824, 1.311], [-8.946, 1.845, 6.020], [6.608, -10.607, -3.175], [-4.835, 4.782, -4.307], [-9.194, 0.808, 4.935], [-0.931, -0.798, 9.071], [-1.650, -1.701, -7.590], [-4.203, -3.980, 1.586], [-8.923, -0.664, 5.421], [4.756, 6.623, -0.798], [4.907, -9.070, -2.468], [-0.268, -2.013, -8.204], [-5.843, -2.911, -0.170], [-1.786, -2.309, -6.696], [4.143, -6.699, -1.298], [0.043, 6.617, -4.280], [-0.465, -0.766, 8.086], [2.665, -7.886, -1.475], [1.471, -1.414, -7.068], [-9.858, 2.420, 6.179], [-3.008, -0.506, 8.656], [1.932, 10.392, 1.339], [-4.470, -2.289, -0.979], [-8.799, 1.410, 7.008], [-2.643, -0.136, 10.349], [7.300, -10.764, -4.002], [5.541, 6.365, -1.509], [5.022, 6.236, 0.185], [7.393, -3.865, -5.875], [-3.191, -3.797, 1.945], [5.858, -11.395, -3.093], [-5.182, 5.680, -3.796], [7.147, -10.674, -2.230], [-5.642, 4.488, -4.978], [-4.671, 3.953, -3.618], [-1.136, 7.914, -4.051], [-5.323, -3.596, -1.722], [2.855, -6.624, -2.562], [-1.676, -0.617, -7.479], [-2.508, -1.924, -8.225], [7.838, -0.784, -3.798], [-4.778, -3.100, 1.873], [2.727, 11.585, 0.365], [-8.907, -1.352, 4.575], [-8.054, -0.882, 6.042], [-0.353, -0.138, 10.904], [-9.731, -1.011, 6.065], [-3.333, -4.696, -0.331], [-0.488, 7.554, -5.663], [0.824, 0.323, 9.593], [0.125, -1.338, -8.965], [7.297, -2.107, -5.865], [-10.206, 0.868, 4.533], [8.127, -3.853, -3.819], [8.395, -1.611, -2.362], [3.866, 6.036, -1.026], [1.393, 10.607, -0.307], [0.203, -2.230, -6.099], [-2.230, 0.978, 8.995], [6.866, -2.105, -2.955]], "lumo_ev": -6.36, "homo_lumo_gap_ev": 4.1}


no.,largest force on an atom (Eh/bohr),energy (eV)
1,0.174,-65896.4718
2,0.140,-89272.2828
3,0.193,-911494.2810
4,0.120,-149621.7652